(1)
DFT (ωB97M-V/def2-TZVPD) results for a cluster of 5 separate species, C18H35N3O6P in total at a distorted geometry.

```
63
Properties=species:S:1:pos:R:3:forces:R:3:nbo_charge:R:1
C -1.58340 4.66728 -3.80049 3.77 -9.24 -0.05 -0.253
C -0.99401 3.39060 -3.87168 -4.51 7.50 1.16 0.091
N -0.53814 1.94939 -3.92032 -1.14 1.90 1.06 -0.511
C -1.05952 1.16322 -5.10261 0.98 -1.70 -0.52 -0.245
C -2.22171 0.18634 -4.48416 1.81 -2.72 -1.47 -0.284
N -2.18207 0.32954 -2.98023 2.84 2.37 -1.47 -0.726
P -3.61535 0.99172 -2.15374 -1.04 1.35 3.12 1.229
C -5.15053 1.09179 -3.29290 -0.30 1.18 -1.64 -1.006
O -3.29292 2.68579 -1.73006 -1.47 -1.29 -3.02 -0.968
C -0.84540 1.06109 -2.73580 -1.70 0.58 0.14 0.684
N -0.03891 0.89896 -1.63664 -3.87 -0.45 -3.37 -0.164
O 1.13106 1.51677 -1.39806 0.45 0.63 -0.25 -0.458
H -2.16750 5.68174 -3.62990 1.82 -2.63 -0.62 0.320
H -1.29250 1.75446 -6.08916 0.36 -0.80 2.45 0.279
H -0.15307 0.42615 -5.31717 -1.97 1.68 0.03 0.227
H -3.24088 0.06672 -5.04595 1.73 1.05 1.63 0.263
H -1.74141 -0.88994 -4.64676 -1.24 2.11 0.24 0.237
H -5.28416 0.18116 -4.02303 0.17 1.63 1.75 0.268
H -5.08640 2.05671 -3.99070 -0.18 -1.94 1.37 0.235
H -6.09617 1.24335 -2.58128 2.29 -0.57 -1.45 0.292
H -3.68994 3.28524 -2.45275 1.08 -1.06 1.49 0.486
H -0.36774 0.21446 -0.89093 0.77 1.23 -1.09 0.467
H 1.35763 2.19476 -2.09966 -0.59 -0.85 0.53 0.532
C -1.75617 -2.94798 0.24130 -0.52 0.13 -0.32 -0.731
C -1.24430 -3.07981 -1.16819 -0.89 0.28 -0.92 0.592
O -1.94430 -2.77576 -2.13281 0.83 -0.17 0.90 -0.573
C 0.15704 -3.59782 -1.35174 -0.03 0.02 -0.56 -0.724
H -2.78107 -2.56246 0.22056 0.21 -0.06 -0.05 0.234
H -1.76029 -3.92646 0.72803 0.26 0.20 0.17 0.272
H -1.13025 -2.24753 0.79997 0.11 -0.28 0.20 0.222
H 0.23819 -4.60532 -0.93600 0.13 0.18 0.17 0.253
H 0.86828 -2.92634 -0.86418 0.03 -0.22 0.19 0.222
H 0.39114 -3.63992 -2.42083 -0.07 0.00 0.22 0.232
C -0.54793 -2.74877 4.33598 -0.02 -0.26 -0.74 -0.733
C -1.09250 -4.11757 4.02632 0.16 -0.55 -1.02 0.602
O -0.88385 -4.65727 2.94090 -0.22 0.60 1.15 -0.577
C -1.90200 -4.80044 5.09598 -0.10 -0.50 -0.33 -0.723
H 0.01542 -2.37857 3.47280 -0.32 -0.24 0.47 0.263
H -1.37080 -2.05875 4.53869 0.08 -0.04 0.25 0.230
H 0.12467 -2.80221 5.19579 -0.19 0.14 0.06 0.227
H -2.78526 -4.20183 5.33256 0.15 0.03 0.18 0.233
H -1.28979 -4.94543 5.98965 -0.16 0.17 0.05 0.234
H -2.22970 -5.78039 4.73290 0.08 0.22 0.08 0.238
C 4.25207 5.80472 -0.12913 0.24 0.00 -0.47 -0.724
C 3.70750 4.43592 -0.43880 0.35 -0.49 -1.27 0.599
O 3.91615 3.89622 -1.52422 -0.48 0.49 1.19 -0.567
C 2.89800 3.75305 0.63086 -0.11 -0.40 -0.26 -0.722
H 4.81542 6.17492 -0.99232 -0.14 -0.11 0.20 0.244
H 3.42920 6.49474 0.07357 0.10 -0.05 0.21 0.235
H 4.92467 5.75128 0.73067 -0.20 0.11 0.07 0.239
H 2.01474 4.35166 0.86745 0.15 0.03 0.20 0.235
H 3.51021 3.60806 1.52453 -0.16 0.17 0.04 0.240
H 2.57030 2.77310 0.26779 0.11 0.21 0.12 0.224
C 3.24183 -2.46272 4.23605 -0.49 -0.21 0.01 -0.726
C 2.70939 -1.16795 3.68274 -1.32 0.18 -0.28 0.609
O 1.51415 -1.02513 3.42987 1.81 0.26 0.06 -0.573
C 3.69579 -0.05482 3.45096 -0.33 0.32 -0.16 -0.721
H 2.41732 -3.17430 4.35149 0.21 0.15 -0.05 0.237
H 3.97622 -2.88709 3.54690 0.11 0.08 0.19 0.239
H 3.69447 -2.28996 5.21573 0.18 -0.04 -0.16 0.240
H 4.45045 -0.37189 2.72678 0.11 0.00 0.22 0.235
H 4.16864 0.22537 4.39561 0.16 -0.11 -0.13 0.240
H 3.16999 0.81817 3.04976 0.08 -0.20 0.10 0.229
```
Positions in Å, forces in eV/Å.

Its net charge is +1. The value obtained for the LUMO energy is -4.4 eV.


(2)
DFT (ωB97M-V/def2-TZVPD) results for the ion C2H3N2O with charge +1 at a distorted geometry.

```
8
Properties=species:S:1:pos:R:3:forces:R:3:nbo_charge:R:1
N -1.29005 1.99819 0.14682 -0.59 1.31 0.19 -0.117
C -0.94056 0.95473 -0.12894 0.28 -1.41 -0.14 0.181
C -0.31537 -0.35409 -0.33225 -2.20 0.95 -1.29 -0.408
N 0.89953 -0.34844 0.39817 1.72 0.49 0.96 0.217
O 1.48082 0.64874 0.66284 -0.33 -1.41 -0.10 0.035
H -0.96174 -1.20207 -0.06923 0.32 0.10 0.21 0.316
H -0.12261 -0.42312 -1.42060 0.44 -0.36 0.23 0.346
H 1.24997 -1.27394 0.74318 0.37 0.32 -0.07 0.430
```
Positions in Å, forces in eV/Å.

Its net charge is +1. The value obtained for the LUMO energy is -9.0 eV. As for the SMILES: N#CC[NH+]=O. The energy above the lowest of the compared OMol25 structures with the same formula, charge and spin is 98.3 kcal/mol.


(3)
DFT (ωB97M-V/def2-TZVPD) results for an isolated molecule of C3H4OS at a distorted geometry.

```
9
Properties=species:S:1:pos:R:3:forces:R:3:nbo_charge:R:1
C 0.04448 -0.43243 0.41830 -0.73 -1.87 0.51 -0.649
C 0.96828 -0.02276 -0.62018 -2.54 -1.46 0.03 0.147
O 1.75350 1.06814 -0.65996 1.70 1.87 -0.14 -0.472
C 0.74125 0.80718 -1.71085 2.08 -1.12 -0.22 -0.073
S 1.33487 -0.85544 -2.14495 0.38 -0.04 -0.97 0.108
H 0.25556 -1.39508 0.89847 0.78 0.53 0.41 0.229
H -0.92841 -0.70041 0.01625 -0.21 0.56 -0.48 0.235
H -0.03711 0.38910 1.07688 -0.27 0.61 1.16 0.236
H 0.21030 1.54833 -2.20786 -1.18 0.92 -0.31 0.239
```
Positions in Å, forces in eV/Å.

Its net charge is 0. The value obtained for the LUMO energy is 0.8 eV. As for the SMILES: C[C@]12O[C@H]1S2. The energy above the lowest of the compared OMol25 structures with the same formula, charge and spin is 73.0 kcal/mol.


Asked for E_tot across the records above, the calculation gives -45261.63720; -7138.11784; -16054.94242 eV in order.
Asked for frontier orbital gap across the records above, the calculation gives 6.851; 8.536; 9.644 eV in order.